{
  "formula": "C6H12N3",
  "method": "ωB97M-V/def2-TZVPD",
  "total_energy_ev": -10876.7439,
  "total_charge": 1,
  "e_homo_ev": -13.7,
  "fmax_ev_per_a": 6.12,
  "orbital_gap_ev": 10.9,
  "species": ["C", "C", "C", "C", "C", "C", "N", "N", "N", "H", "H", "H", "H", "H", "H", "H", "H", "H", "H", "H", "H"],
  "positions_angstrom": [[-0.10, 1.09, 1.65], [-1.42, 1.22, 1.18], [2.64, -0.82, -0.87], [3.30, 0.40, -0.34], [2.46, -0.35, 0.52], [0.49, 0.17, 0.83], [-0.49, -0.42, 0.10], [-3.80, -0.52, -0.90], [-1.69, 0.25, 0.36], [0.40, 1.64, 2.39], [-2.14, 1.95, 1.36], [1.88, -0.81, -1.60], [3.29, -1.76, -0.90], [4.38, 0.47, -0.09], [2.97, 1.32, -0.76], [2.67, -0.81, 1.49], [-0.29, -1.15, -0.62], [-3.78, 0.09, -1.67], [-4.87, -0.65, -0.65], [-3.30, -1.35, -1.27], [-2.60, 0.05, -0.20]],
  "lowdin_charge": [-0.011, -0.050, -0.137, -0.152, -0.089, -0.046, 0.070, 0.032, 0.053, 0.096, 0.124, 0.084, 0.143, 0.142, 0.113, 0.124, 0.189, 0.030, 0.145, 0.082, 0.059]
}